Entry 1:
104
Properties=species:S:1:pos:R:3:forces:R:3 method="wB97M-V/def2-TZVPD" multiplicity=2 s_squared=0.76 charge=+1 homo_lumo_gap_ev="6.10 / 6.62" e_homo_ev="-9.90 / -10.26" lumo_ha="-0.1396 / -0.1339"
Re -0.3276 -0.0052 -0.8432 -0.5 -0.4 -0.3
C -3.5284 -1.7552 1.3774 0.0 0.0 0.0
C -2.9015 -2.6586 0.3240 0.1 -0.1 0.1
C -3.7832 -2.7559 -0.9204 0.0 0.0 0.0
P -1.1475 -2.2289 -0.0241 0.4 0.4 -0.2
C -0.5743 -3.5068 -1.2344 -0.1 -0.1 0.0
C 0.9434 -3.5097 -1.3571 0.1 0.0 0.0
C -1.0808 -4.9247 -0.9626 0.0 0.0 -0.1
C -0.2306 -2.3664 1.5018 0.1 0.0 0.2
C 0.0270 -3.5595 2.1730 0.0 0.0 -0.1
C 1.0009 -3.6114 3.1529 0.0 0.0 0.0
C 1.7422 -2.4682 3.4259 0.0 0.0 0.0
C 1.4633 -1.2682 2.7979 -0.1 0.0 0.0
C 0.4189 -1.1826 1.8751 -0.1 0.0 -0.1
N 0.0412 0.0251 1.2128 0.2 0.2 0.9
C 0.1465 1.2155 1.9860 0.0 0.0 -0.2
C 0.2328 1.2600 3.3853 0.0 0.1 -0.1
C 0.4018 2.4670 4.0382 0.0 0.0 0.0
C 0.4775 3.6679 3.3414 0.0 0.0 0.0
C 0.2820 3.6510 1.9740 0.0 0.0 0.0
C 0.0865 2.4445 1.3066 0.0 0.0 0.1
P -0.6025 2.2855 -0.3277 0.0 0.2 0.1
C -0.0262 3.5814 -1.4941 -0.1 0.0 0.0
C 1.4745 3.6368 -1.7270 0.1 0.0 0.0
C -0.7758 3.4423 -2.8210 0.0 0.0 0.0
C -2.3980 2.6842 -0.0666 -0.1 0.0 -0.1
C -2.6964 4.1771 0.0543 0.0 0.0 0.0
C -2.9216 1.9539 1.1705 0.0 0.0 0.0
H -4.4759 -2.1824 1.7050 0.0 0.0 0.0
H -3.7422 -0.7705 0.9635 0.0 0.0 0.0
H -2.8905 -1.6360 2.2537 0.0 0.0 0.0
H -2.7881 -3.6616 0.7582 0.0 0.1 0.0
H -4.1194 -1.7680 -1.2279 0.0 0.1 0.0
H -4.6724 -3.3446 -0.6930 0.0 0.0 0.0
H -3.2886 -3.2226 -1.7708 0.0 0.0 0.0
H -0.9981 -3.1531 -2.1851 0.0 0.0 0.1
H 1.4125 -3.8577 -0.4356 0.0 0.0 0.0
H 1.3419 -2.5219 -1.5688 0.0 0.0 0.0
H 1.2327 -4.1812 -2.1662 0.0 0.0 0.0
H -0.6488 -5.3329 -0.0498 0.0 0.0 0.0
H -0.7570 -5.5701 -1.7810 0.0 0.0 0.0
H -2.1639 -5.0007 -0.9016 0.0 0.0 0.0
H -0.5104 -4.4597 1.9048 0.0 0.0 0.0
H 1.2092 -4.5383 3.6662 0.0 0.0 0.0
H 2.5579 -2.5127 4.1349 0.0 0.0 0.0
H 2.0727 -0.4035 3.0099 0.0 0.1 0.0
H 0.1607 0.3613 3.9740 0.0 -0.1 0.0
H 0.4786 2.4678 5.1171 0.0 0.0 0.0
H 0.6387 4.5994 3.8624 0.0 0.0 0.0
H 0.2579 4.5804 1.4188 0.0 0.0 0.0
H -0.3368 4.5132 -1.0077 0.0 0.0 0.0
H 1.8173 2.7760 -2.2978 0.0 0.0 0.0
H 2.0415 3.6653 -0.7996 0.0 0.0 0.0
H 1.6974 4.5372 -2.3007 0.0 0.0 0.0
H -0.5369 2.4933 -3.3036 0.0 0.0 0.0
H -0.4659 4.2419 -3.4938 0.0 0.0 0.0
H -1.8579 3.5098 -2.7079 0.0 0.0 0.0
H -2.9086 2.2953 -0.9565 0.1 0.0 0.2
H -2.1191 4.6300 0.8609 0.0 0.0 0.0
H -3.7504 4.3068 0.3041 0.0 0.0 0.0
H -2.5090 4.7301 -0.8648 0.0 0.0 0.0
H -2.5683 2.4407 2.0794 0.0 0.0 0.0
H -2.5990 0.9143 1.2114 0.0 0.0 0.0
H -4.0119 1.9798 1.1775 0.0 0.0 0.0
C 2.1437 -0.4040 -3.4871 0.2 -0.1 -0.1
C 0.6854 -0.4332 -3.7697 -0.1 0.0 0.0
C 0.0703 -0.6687 -4.9562 0.0 0.1 0.3
C -1.3477 -0.5068 -4.7688 0.0 0.1 0.3
C -1.5394 -0.1601 -3.4753 0.0 0.0 0.0
C -2.7809 0.2224 -2.7470 -0.2 0.1 -0.1
N -0.2985 -0.1360 -2.7918 0.2 0.0 -0.8
H 2.6802 -0.5890 -4.4172 0.0 0.0 0.0
H 2.4631 -1.1614 -2.7712 0.0 0.0 0.0
H 2.4666 0.5675 -3.1147 0.0 0.1 0.1
H 0.5668 -0.9129 -5.8794 0.1 0.0 0.0
H -2.1143 -0.6227 -5.5161 -0.1 0.0 0.0
H -3.6475 -0.2937 -3.1584 0.0 0.0 0.0
H -2.9709 1.2966 -2.8087 0.0 0.0 0.0
H -2.7407 -0.0379 -1.6798 0.0 0.0 0.1
C 8.5745 0.6622 1.2466 0.0 0.0 0.0
C 7.4243 1.5574 0.7864 0.0 0.0 0.0
C 7.1855 2.6248 1.8626 0.0 0.0 0.0
C 7.8369 2.2401 -0.5248 0.0 0.0 0.0
C 6.1308 0.7696 0.5582 0.0 0.1 0.0
C 6.0551 -0.6100 0.7410 0.0 0.0 0.0
C 4.8813 -1.3402 0.5366 -0.1 0.1 0.0
C 3.7752 -0.6288 0.1428 0.1 0.0 0.0
O 2.4986 -1.0689 -0.1229 0.0 0.1 -0.1
B 1.7598 0.0754 -0.4632 -0.1 -0.5 0.0
O 2.5858 1.1946 -0.4224 -0.1 0.1 0.0
C 3.8325 0.7412 -0.0401 0.1 0.0 0.0
C 4.9810 1.4676 0.1515 0.0 -0.2 0.0
H 9.4688 1.2688 1.3897 0.0 0.0 0.0
H 8.8133 -0.1041 0.5090 0.0 0.0 0.0
H 8.3531 0.1716 2.1948 0.0 0.0 0.0
H 8.0989 3.1943 2.0367 0.0 0.0 0.0
H 6.8853 2.1668 2.8055 0.0 0.0 0.0
H 6.4085 3.3297 1.5687 0.0 0.0 0.0
H 8.7612 2.8010 -0.3822 0.0 0.0 0.0
H 7.0755 2.9377 -0.8728 0.0 0.0 0.0
H 8.0025 1.5038 -1.3116 0.0 0.0 0.0
H 6.9352 -1.1486 1.0548 0.0 0.0 0.0
H 4.8466 -2.4098 0.6831 0.0 0.0 0.0
H 4.9862 2.5360 -0.0042 0.0 0.1 0.0


Entry 2:
5
Properties=species:S:1:pos:R:3:forces:R:3 method="wB97M-V/def2-TZVPD" multiplicity=1 charge=0 homo_lumo_gap_ev="6.48 / 6.12" e_homo_ev="-10.79 / -10.60" lumo_ha="-0.1585 / -0.1648"
C -0.5612 0.6114 0.5701 6.6 1.9 2.5
C -1.3448 0.0889 -0.1635 -5.5 -2.6 -2.0
O 1.8836 -0.1752 0.4651 -2.7 0.5 2.1
F -2.5823 -0.3014 -0.2568 1.0 0.1 -0.9
F 2.6047 -0.2236 -0.6149 0.6 0.1 -1.8


Entry 3:
14
Properties=species:S:1:pos:R:3:forces:R:3 method="wB97M-V/def2-TZVPD" multiplicity=1 charge=0 homo_lumo_gap_ev=8.80 e_homo_ev=-9.35 lumo_ha=-0.0204
O -1.8221 0.1390 1.9374 0.2 -1.4 -1.3
C -0.4535 -0.3943 0.8681 -0.6 0.8 1.0
C 0.2746 -1.3800 -0.2848 -0.7 0.0 0.2
N 0.7609 -0.5388 -1.3788 -0.5 0.0 0.2
C 0.7620 0.8480 -0.9261 0.0 0.2 0.1
C -0.1837 0.9344 0.2587 0.1 1.0 0.3
O -0.7612 1.9399 0.6021 0.7 0.4 -0.5
H -1.7914 1.1331 2.0806 0.7 -1.6 -1.3
H -0.0986 -0.7245 1.8123 1.3 0.3 0.4
H 1.1799 -1.7880 0.2164 -0.8 0.5 0.4
H -0.2458 -2.2477 -0.6898 -0.3 0.2 0.2
H 0.1762 -0.6323 -2.2006 0.0 0.0 0.2
H 0.4473 1.5374 -1.7141 0.1 -0.1 0.1
H 1.7553 1.1737 -0.5814 -0.1 -0.1 0.0


Entry 4:
37
Properties=species:S:1:pos:R:3:forces:R:3 method="wB97M-V/def2-TZVPD" multiplicity=1 charge=0 homo_lumo_gap_ev=7.13 e_homo_ev=-8.84 lumo_ha=-0.0628
C 0.6502 1.9029 -0.4144 -2.4 1.1 2.3
C -0.4091 0.7753 -0.7799 3.4 -2.2 -1.9
C 1.8167 1.5783 0.5795 -0.1 5.5 1.4
C 2.6556 0.5061 0.3081 -0.8 -5.2 1.3
C 3.8357 0.5169 -0.3451 3.0 -1.7 -3.6
C 2.0759 -0.7608 0.8390 0.9 0.8 -2.7
C 4.3220 -0.7717 -0.7779 2.2 0.8 -1.7
C 2.6429 -2.0021 0.4403 -1.7 0.7 3.6
C 3.8121 -1.9926 -0.3329 -0.4 0.7 0.0
C -2.6135 -0.1578 -0.7355 -1.0 -2.2 4.1
C -3.9671 0.2561 -0.2133 -4.2 -4.3 2.5
C -2.1832 -1.7465 -0.3759 3.5 3.5 2.2
C -1.8927 -1.7284 1.2784 -0.7 -0.3 -2.9
H 0.0436 3.1172 1.6761 -0.6 0.3 -4.9
H 0.7012 4.3608 -0.9349 -1.9 -2.1 2.7
H 1.1526 2.2104 -1.2930 -0.1 0.1 -1.2
H 1.3635 1.4400 1.6025 0.5 0.7 -0.8
H 2.6972 2.5029 0.5667 -3.3 -1.6 0.2
H 4.5394 1.2783 -0.9261 -2.4 -0.5 2.0
H 1.0401 -0.5890 1.2662 1.6 -0.9 -0.1
H 5.2150 -0.6526 -1.6516 -2.4 -1.0 2.8
H 2.1885 -2.8988 1.0725 1.2 1.4 -2.1
H 4.2494 -2.9472 -0.5365 0.4 -0.2 -0.5
H -1.9394 1.7857 0.1277 0.4 -2.8 -1.1
H -2.5865 -0.1871 -1.7207 -0.3 0.1 -5.0
H -1.0983 -1.7429 -0.7690 -2.0 -0.5 0.0
H -3.8993 -2.4358 -0.4515 2.2 -1.3 -1.7
H -1.1301 -1.0076 1.6189 -0.6 0.0 -0.5
H -1.4845 -2.6966 1.4307 0.2 -1.0 0.6
H -2.8502 -1.6139 1.7521 -0.3 0.1 0.6
H -5.0347 1.6973 0.2200 -3.9 0.4 1.7
N -0.2695 3.0844 0.1100 4.1 0.9 1.3
N -1.6783 0.7842 -0.2632 2.5 3.5 0.8
O 0.1002 -0.1094 -1.5551 -2.4 2.5 2.3
O -4.8600 -0.5911 0.2364 4.0 3.4 -2.3
O -2.9927 -2.7205 -0.9301 -2.9 1.9 2.5
O -4.2126 1.5554 -0.1185 4.4 -0.5 -2.0


Entry 5:
18
Properties=species:S:1:pos:R:3:forces:R:3 method="wB97M-V/def2-TZVPD" multiplicity=1 charge=0 homo_lumo_gap_ev=8.11 e_homo_ev=-7.87 lumo_ha=0.0088
C 0.8091 -0.9933 0.2492 0.5 1.8 1.5
C -0.6794 -0.8109 -1.7560 -1.2 0.0 -2.6
N -1.8269 -0.6265 -1.3117 1.0 -0.2 0.4
O 0.6200 -2.3239 -0.1580 -0.5 -0.1 -0.9
O 0.1773 -0.9305 -2.5544 -0.3 0.1 1.7
H 0.9702 -2.4115 -1.0570 -0.1 -0.1 0.3
H -1.7971 0.1064 0.1627 0.5 0.5 0.9
H -2.6022 -1.0883 -1.7725 0.2 -0.1 0.0
H 1.7758 -0.6151 -0.0931 0.0 0.0 0.0
H 0.7821 -1.0616 1.3312 0.2 0.0 0.1
C 0.8157 1.3622 1.6012 -0.1 -0.2 0.0
C -0.1019 0.8723 0.5161 1.0 -2.4 -0.5
O 0.0735 1.6181 -0.6175 -0.1 0.6 -0.4
O -1.3467 0.6221 0.9184 -1.0 0.1 -0.4
H -0.7705 1.7925 -1.0528 0.0 -0.1 0.1
H 1.8504 1.3508 1.2635 0.0 0.0 0.0
H 0.5313 2.3887 1.8389 0.0 0.0 0.0
H 0.7193 0.7486 2.4918 0.0 0.0 0.0


Short version: calculated total energy = -70846.50493; -9543.20004; -9842.52148; -24932.15692; -13970.99888 eV, in the order given.
Short version: energy above the lowest of the compared OMol25 structures with the same formula, charge and spin = 0.0; 1002.2; 459.1; 1224.8; 401.2 kJ/mol, in the order given.
Short version: strongest force on any atom = 0.017; 0.142; 0.041; 0.126; 0.056 Eh/bohr, in the order given.